Molecular formula: C5H7NO2
Method: DFT, the ωB97M-V functional and the def2-TZVPD basis

Results
HOMO energy	-8.1	eV
DFT total energy	-399.8105	a.u.
HOMO-LUMO gap	9.1	eV
LUMO energy	0.0353	Eh
energy relative to the best compared isomer or geometry (same formula, charge and spin)	97.32	kcal per mole

Geometry as ORCA input:
```
! RIJCOSX wB97M-V def2-TZVPD def2/J DEFGRID3
* xyz 0 1
O -2.1309 -0.7219 0.9141
O 1.1920 -0.8736 -0.1606
N -0.0846 -1.4232 -0.2846
C 1.0200 0.4078 0.1655
C -2.4200 -0.5143 -0.4873
C 2.3785 1.0567 0.2063
C -1.0383 -0.4173 0.0657
C -0.2773 0.8219 0.1723
H 2.1206 2.0532 0.4890
H -0.1189 -2.3812 0.2597
H 3.0431 0.4513 0.8073
H -3.0967 0.3217 -0.6202
H -0.9003 1.7793 0.2471
H 2.8493 0.9337 -0.7655
H -2.5366 -1.4941 -1.0087
*
```

Löwdin population analysis, charges in e, atoms 1 to 8: number 1, O, carries -0.0236; number 2, O, carries -0.0294; number 3, N, carries 0.0699; number 4, C, carries -0.3358; number 5, C, carries -0.0560; number 6, C, carries 0.0047; number 7, C, carries -0.5296; number 8, C, carries 0.0655